C18H38OP2Ti as an isolated structure at a distorted geometry, computed with ωB97M-V/def2-TZVPD.

E ... -63012.260 eV
Energy relative to the best compared isomer or geometry (same formula, charge and spin) ... 101.6 kcal per mole
Orbital gap (alpha / beta) ... 0.188 / 0.173 Eh
HOMO (alpha / beta) ... -0.18330 / -0.18335 Ha

The geometry in ORCA input format:
```
! wB97M-V def2-TZVPD RIJCOSX def2/J DEFGRID3
* xyz 0 3
P -0.08035 -1.79030 -4.45170
P 0.64323 1.93342 -4.68016
C -0.19659 -0.53506 -5.75028
C 0.96668 0.46431 -5.73106
H -1.19139 -0.06239 -5.67524
H -0.18848 -1.08999 -6.69616
H 1.92331 0.05325 -5.37708
H 1.15466 0.81913 -6.76390
C -0.13332 2.90179 -6.09952
H -0.46064 3.90900 -5.78800
H -1.02039 2.38318 -6.50205
H 0.58732 3.02055 -6.91965
C 2.17761 2.86579 -4.55736
H 2.29583 3.47048 -5.47429
H 3.02256 2.17237 -4.45848
H 2.14080 3.52898 -3.68879
C -0.91475 -3.19795 -5.20746
H -0.72216 -4.10318 -4.62668
H -0.49330 -3.30936 -6.21223
H -1.99545 -3.03447 -5.27559
C 1.59612 -2.29847 -4.11852
H 2.31496 -1.47010 -4.00612
H 1.90396 -2.89230 -4.99899
H 1.64896 -2.94176 -3.22996
Ti 1.80047 0.38828 -1.91381
C -1.15735 2.38245 -3.50458
C -2.47363 2.62271 -3.87734
C -3.48259 1.61656 -4.26604
C -3.52021 0.28180 -3.39195
C -2.63550 -0.77864 -3.87286
C -1.40831 -1.19325 -3.24259
C -0.41750 -0.08522 -2.59697
C -0.89502 1.38088 -2.29752
C 3.01634 -0.95250 -1.06068
H -0.64001 3.36413 -3.35871
H -2.83948 3.65517 -3.75792
H -3.37566 1.36878 -5.34262
H -4.43338 2.15257 -4.14598
H -3.36138 0.49198 -2.32112
H -4.54214 -0.11868 -3.51526
H -3.07921 -1.43440 -4.66907
H -1.43297 -2.03884 -2.51557
H 0.59408 -0.02568 -3.31576
H -0.10298 -0.61064 -1.64046
H -1.73733 1.32505 -1.58341
H -0.07105 1.86651 -1.71284
H 3.82811 -0.31968 -0.58329
H 3.38693 -1.62520 -1.85973
H 2.54834 -1.50521 -0.23400
C 0.64136 -0.21234 1.96258
C 0.03906 0.47317 0.74417
C -0.80374 1.69384 1.11131
O 1.07229 0.72788 -0.25845
H 1.40755 0.39063 2.47940
H 1.07559 -1.16394 1.66493
H -0.13895 -0.41795 2.69918
H -0.66789 -0.28118 0.32136
H -0.20598 2.62523 1.23393
H -1.59757 1.83254 0.38707
H -1.28372 1.46478 2.06305
*
```